[1]
The following is a quantum chemistry calculation of a structure of composition C8H12BF7ILaO4S2, from OMol25.

Summary:
Net charge: +2

Atoms and positions in Å:
La: 6.21 1.25 -1.67
I: 0.27 0.55 -2.17
S: -0.51 1.11 0.98
S: -0.96 -1.80 -0.24
F: -3.04 0.64 -1.04
F: -5.86 -1.56 0.41
F: -4.89 0.57 1.22
F: -3.08 -1.73 1.58
F: -4.07 -1.33 -2.03
F: -5.89 0.50 -0.95
F: -3.31 -3.09 -0.34
O: 0.54 1.43 2.12
O: -1.87 0.98 1.69
O: -0.79 -2.36 -1.71
O: -0.33 -2.92 0.68
C: 3.76 0.43 1.38
C: 1.58 -0.73 0.43
C: -5.10 -0.33 0.04
C: -2.78 -1.74 0.10
C: -0.60 2.73 -0.03
C: -3.67 -0.67 -0.76
C: 3.73 -0.23 -1.18
C: 2.75 0.35 0.04
B: 0.05 -0.27 -0.10
H: 1.91 -1.78 -0.03
H: 4.79 0.91 1.06
H: 1.57 -0.92 1.61
H: 2.39 1.44 -0.14
H: 3.99 -0.67 1.78
H: -1.46 2.71 -0.84
H: -0.93 3.55 0.77
H: 3.63 -1.39 -1.31
H: 0.44 3.07 -0.43
H: 4.87 -0.03 -0.91
H: 3.50 0.29 -2.20
H: 3.18 1.06 2.20

Need the Mulliken charges? In units of e they are:
1. La 1.898
2. I 0.282
3. S 1.105
4. S 1.044
5. F -0.198
6. F -0.198
7. F -0.188
8. F -0.232
9. F -0.246
10. F -0.232
11. F -0.247
12. O -0.633
13. O -0.538
14. O -0.609
15. O -0.637
16. C -0.818
17. C -1.148
18. C 0.533
19. C 0.543
20. C -1.064
21. C 0.493
22. C -1.044
23. C 0.927
24. B -0.200
25. H 0.504
26. H -0.073
27. H 0.336
28. H 0.037
29. H 0.368
30. H 0.327
31. H 0.401
32. H 0.365
33. H 0.294
34. H 0.148
35. H 0.336
36. H 0.363

---

[2]
The following is a quantum chemistry calculation of a cluster of 12 separate species, C32H86F5NO16P3 in total, from OMol25.

Summary:
Net charge: +1

Atoms and positions in Å:
P: -0.95 -4.36 -1.91
P: 2.69 -1.52 1.04
P: -1.05 -2.68 -0.53
F: 3.19 4.19 -0.33
F: 1.35 -2.96 -3.81
F: -3.01 1.40 1.16
F: 1.10 3.32 0.44
F: 1.80 3.14 -1.95
O: 0.49 -5.09 -1.90
O: -3.91 -2.49 6.28
O: -1.49 -4.03 -3.53
O: -2.06 -5.58 -1.27
O: 2.11 -0.77 2.32
O: -0.74 4.83 -3.02
O: 5.83 -3.24 -1.66
O: 5.27 -2.62 2.37
O: -5.57 1.74 4.21
O: 2.72 1.29 4.68
O: -3.30 -0.95 -3.55
O: -6.04 -5.26 8.96
O: 2.21 6.53 -3.89
O: -1.34 1.75 3.74
O: 0.57 -0.45 -0.33
O: 2.42 2.09 -8.49
N: 1.44 -1.81 -3.04
C: 0.11 -1.12 -2.82
C: 3.04 3.22 -9.07
C: -6.91 1.03 2.35
C: -2.12 -0.18 4.94
C: -1.00 7.21 -2.85
C: 2.90 0.45 -1.14
C: 3.34 2.43 4.09
C: 2.98 1.70 -0.09
C: 2.55 4.56 -5.23
C: 2.31 3.48 3.78
C: 6.25 -3.51 1.85
C: -0.39 -1.05 -1.26
C: -3.66 -0.68 -4.90
C: -2.76 -4.58 5.94
C: -8.00 -3.87 8.95
C: -5.09 -1.13 -5.15
C: 6.45 -2.67 -2.80
C: 1.96 -0.82 -0.63
C: -5.64 0.82 3.13
C: 3.12 5.89 -4.77
C: -1.15 0.98 4.92
C: 2.16 -2.01 -1.73
C: 6.87 -3.76 -3.77
C: -7.44 -5.27 8.75
C: -1.69 5.87 -2.84
C: -3.45 -3.66 6.93
C: -1.57 1.65 0.84
C: 2.20 3.06 -0.53
C: -1.70 0.00 -1.27
C: -1.33 1.51 -0.78
C: 2.01 4.28 -9.39
C: 7.28 -3.83 2.92
H: -7.53 -3.17 8.25
H: -5.19 -2.21 -4.95
H: 3.33 -2.07 -1.98
H: 2.35 3.91 -4.38
H: -7.79 -3.51 9.96
H: 7.57 -4.45 -3.29
H: -1.99 -0.78 5.84
H: -7.90 -5.97 9.46
H: -0.47 7.36 -3.80
H: -0.10 4.89 -2.29
H: 0.27 0.01 -3.17
H: 6.48 -3.83 -1.24
H: -2.57 -0.49 -0.61
H: -2.76 -3.36 7.72
H: -3.57 0.40 -5.07
H: -3.38 -1.91 -3.41
H: -1.36 2.76 1.21
H: 1.55 3.09 3.09
H: -5.59 -0.20 3.53
H: -3.16 0.18 4.90
H: -1.97 -0.82 4.06
H: -1.13 -4.75 -4.13
H: 1.60 4.72 -5.75
H: 2.04 -1.16 -3.62
H: 1.78 3.79 4.69
H: 5.74 -4.43 1.54
H: 3.30 6.55 -5.62
H: 3.87 2.11 3.19
H: 1.48 4.59 -8.48
H: -0.25 7.27 -2.06
H: -2.13 2.24 -1.29
H: 4.14 1.96 0.06
H: 2.77 4.37 3.33
H: -3.45 -4.86 5.13
H: 5.74 -1.81 2.64
H: 2.60 1.43 1.01
H: -5.88 -4.96 9.87
H: -4.31 -4.17 7.40
H: -2.40 -5.48 6.42
H: 3.24 4.06 -5.91
H: -2.97 -1.20 -5.56
H: -5.39 -0.93 -6.18
H: 8.03 -4.52 2.55
H: -1.63 -6.08 -0.51
H: 2.47 5.16 -9.84
H: -6.96 2.06 1.96
H: 1.92 -3.03 -1.18
H: 6.80 -4.27 3.80
H: -1.72 8.03 -2.72
H: 6.72 -3.06 0.98
H: 4.13 -1.62 1.02
H: -2.26 2.07 3.74
H: -7.79 0.90 2.99
H: -9.08 -3.86 8.79
H: 3.78 3.61 -8.37
H: 7.31 -2.08 -2.47
H: -4.76 0.98 2.49
H: -4.54 -2.77 5.58
H: 2.16 -2.89 1.11
H: 7.78 -2.91 3.26
H: -6.35 1.58 4.78
H: -0.96 0.84 1.44
H: -0.08 -3.01 0.53
H: 6.00 -4.35 -4.08
H: -0.12 0.62 4.94
H: 4.01 0.00 -1.21
H: -0.28 1.88 -1.16
H: -1.31 1.63 5.79
H: 2.61 0.73 -2.24
H: -2.21 5.70 -1.89
H: 4.08 2.81 4.80
H: -2.10 0.00 -2.37
H: 7.34 -3.33 -4.65
H: -5.78 -0.62 -4.47
H: 4.07 5.74 -4.24
H: -2.42 5.81 -3.65
H: -7.64 -5.62 7.74
H: 1.25 3.89 -10.08
H: -6.98 0.34 1.51
H: -1.92 -4.06 5.47
H: 3.57 2.91 -9.98
H: 2.07 0.95 4.04
H: -0.77 -1.52 -3.53
H: 5.73 -1.99 -3.27
H: 2.06 5.94 -3.13
H: 1.77 1.75 -9.13

Atomic partial charges in e from the Mulliken method, atoms 1 to 99:
1. P 0.879
2. P 0.285
3. P -0.247
4. F -0.342
5. F -0.142
6. F -0.376
7. F -0.209
8. F -0.221
9. O -0.642
10. O -0.441
11. O -0.522
12. O -0.534
13. O -0.461
14. O -0.326
15. O -0.442
16. O -0.460
17. O -0.548
18. O -0.506
19. O -0.388
20. O -0.499
21. O -0.467
22. O -0.437
23. O 0.258
24. O -0.509
25. N 0.738
26. C -1.023
27. C -0.272
28. C -1.277
29. C -0.715
30. C -1.050
31. C -0.539
32. C -0.127
33. C -0.359
34. C -0.111
35. C -0.683
36. C -0.065
37. C 1.203
38. C -0.289
39. C -1.070
40. C -0.969
41. C -1.168
42. C -0.093
43. C -0.265
44. C 0.580
45. C -0.401
46. C -0.320
47. C -0.703
48. C -1.200
49. C -0.239
50. C -0.195
51. C -0.090
52. C 0.012
53. C 0.841
54. C -0.780
55. C -0.016
56. C -0.940
57. C -1.239
58. H 0.210
59. H 0.348
60. H 0.017
61. H -0.218
62. H 0.332
63. H 0.346
64. H 0.327
65. H 0.277
66. H 0.197
67. H 0.076
68. H 0.111
69. H 0.260
70. H 0.594
71. H 0.317
72. H 0.321
73. H 0.172
74. H 0.270
75. H -0.031
76. H 0.101
77. H 0.227
78. H 0.142
79. H 0.356
80. H 0.138
81. H 0.526
82. H 0.322
83. H 0.333
84. H 0.339
85. H 0.091
86. H 0.218
87. H 0.307
88. H 0.422
89. H 0.401
90. H 0.348
91. H 0.321
92. H 0.271
93. H -0.141
94. H 0.284
95. H 0.124
96. H 0.367
97. H 0.208
98. H 0.255
99. H 0.361

---

[3]
The following is a quantum chemistry calculation of a structure of composition C42H54KN4O2Si, from OMol25.

Summary:
Energy above the lowest of the compared OMol25 structures with the same formula, charge and spin, kcal per mole: 3.7
Net charge: -1

Atoms and positions in Å:
K: 0.26 0.51 0.70
Si: 1.29 -3.25 -0.21
O: -1.35 1.30 2.36
O: 0.68 1.61 3.22
N: -0.34 1.84 -2.19
N: 0.40 3.82 0.94
N: 2.09 -1.56 1.88
N: -2.21 3.12 -0.60
C: 4.00 -0.97 3.42
C: -1.01 -5.95 2.03
C: -4.08 2.51 0.82
C: -2.39 3.00 -1.85
C: -0.14 -4.12 0.70
C: 2.06 -6.62 -2.60
C: 3.06 -0.56 2.27
C: 4.10 -6.20 -1.42
C: -0.76 3.50 3.07
C: 1.48 -5.54 -1.96
C: 3.06 1.29 -3.50
C: -5.20 4.22 2.10
C: -1.23 2.57 -2.71
C: 0.48 0.28 -3.87
C: 0.72 1.33 -2.97
C: 2.84 0.25 -4.40
C: 3.38 -6.96 -2.33
C: -3.25 3.50 0.27
C: -2.48 5.89 0.03
C: -3.89 1.07 0.42
C: 3.22 -1.84 4.42
C: 0.02 -5.36 1.32
C: 2.18 -4.76 -1.03
C: -5.05 2.90 1.73
C: 1.73 -1.52 4.35
C: -1.24 3.04 -4.14
C: 2.58 -2.67 1.07
C: -3.71 3.21 -2.55
C: -0.46 2.00 2.90
C: 1.19 -1.94 2.98
C: 2.24 2.95 -1.79
C: -3.38 4.84 0.63
C: 2.01 1.84 -2.78
C: -4.37 5.19 1.55
C: -2.24 -5.31 2.14
C: 0.28 4.31 2.31
C: -0.90 -0.28 -4.05
C: -1.38 -3.50 0.82
C: 0.70 -1.89 -1.19
C: -2.42 -4.08 1.52
C: 3.50 -5.12 -0.78
C: 1.56 -0.24 -4.57
H: 1.38 -1.08 -5.24
H: 3.64 -0.28 1.38
H: 1.25 4.18 2.81
H: 1.48 -1.30 -1.68
H: 3.67 -0.18 -4.94
H: 3.60 -1.70 5.43
H: -0.13 -2.11 -1.87
H: -2.76 6.12 -1.00
H: -4.02 0.93 -0.66
H: 0.97 -5.88 1.23
H: 1.48 -7.20 -3.31
H: 1.55 -0.46 4.50
H: 4.37 -0.07 3.91
H: -0.84 -1.30 -4.43
H: -3.65 4.05 -3.24
H: 0.19 -1.52 2.83
H: -2.07 2.59 -4.69
H: 5.13 -6.46 -1.21
H: -1.52 -2.53 0.35
H: -1.76 3.71 2.69
H: -3.05 -5.77 2.70
H: -4.61 0.44 0.94
H: -0.86 -6.92 2.51
H: 2.97 -3.50 1.69
H: -0.50 3.65 0.51
H: 0.91 4.47 0.36
H: 1.06 -3.03 2.96
H: -1.44 -0.31 -3.11
H: -5.95 4.51 2.83
H: -2.53 6.81 0.61
H: 4.06 1.68 -3.35
H: 4.87 -1.52 3.04
H: -4.47 6.23 1.84
H: -0.31 2.78 -4.64
H: -0.72 3.76 4.13
H: -3.38 -3.58 1.60
H: 3.84 -7.80 -2.83
H: -5.68 2.14 2.17
H: -2.89 0.75 0.70
H: 1.17 -2.06 5.12
H: 2.50 0.33 2.57
H: 1.72 3.87 -2.10
H: 3.36 -2.90 4.17
H: -1.48 0.31 -4.77
H: 3.44 -2.31 0.49
H: 4.09 -4.55 -0.07
H: 0.01 5.38 2.36
H: 0.44 -5.28 -2.18
H: -1.44 5.55 0.01
H: 3.30 3.17 -1.70
H: -1.38 4.13 -4.18
H: -3.98 2.32 -3.13
H: -4.50 3.41 -1.82
H: 1.85 2.69 -0.80

Atomic partial charges in e from the Mulliken method, atoms 1 to 99:
1. K 0.413
2. Si 0.110
3. O -0.728
4. O -0.719
5. N 0.899
6. N 0.022
7. N 1.160
8. N 1.037
9. C -0.851
10. C -0.646
11. C 1.253
12. C 0.444
13. C 0.046
14. C -0.699
15. C -0.718
16. C -0.687
17. C -0.200
18. C -0.138
19. C -1.078
20. C -0.910
21. C 0.740
22. C 1.848
23. C -0.898
24. C -1.000
25. C -0.384
26. C -0.894
27. C -1.430
28. C -1.099
29. C -0.675
30. C -0.062
31. C 0.146
32. C -1.187
33. C -0.767
34. C -2.026
35. C -1.178
36. C -1.915
37. C 0.221
38. C -0.289
39. C -0.970
40. C 1.607
41. C 1.050
42. C -0.874
43. C -0.390
44. C -0.701
45. C -1.865
46. C -0.226
47. C -0.653
48. C -0.659
49. C -0.088
50. C -0.841
51. H 0.409
52. H 0.431
53. H 0.403
54. H 0.006
55. H 0.381
56. H 0.440
57. H 0.006
58. H 0.269
59. H 0.232
60. H 0.351
61. H 0.362
62. H 0.202
63. H 0.428
64. H 0.540
65. H 0.432
66. H -0.178
67. H 0.386
68. H 0.364
69. H 0.314
70. H -0.098
71. H 0.347
72. H 0.458
73. H 0.381
74. H 0.184
75. H -0.498
76. H 0.342
77. H 0.245
78. H 0.274
79. H 0.394
80. H 0.430
81. H 0.381
82. H 0.282
83. H 0.378
84. H 0.399
85. H 0.393
86. H 0.392
87. H 0.352
88. H 0.407
89. H 0.115
90. H 0.527
91. H 0.205
92. H 0.264
93. H 0.205
94. H 0.357
95. H 0.573
96. H 0.253
97. H 0.390
98. H 0.353
99. H 0.196

---

[4]
The following is a quantum chemistry calculation of the ion C8H12F2N3O with charge +1, from OMol25.

Summary:
Energy above the lowest of the compared OMol25 structures with the same formula, charge and spin, kcal per mole: 28.5
Net charge: +1
SMILES: COC(F)(F)n1ncc2c1CC[NH2+]C2

Atoms and positions in Å:
F: 2.11 1.08 1.49
F: 1.51 -0.36 3.01
O: -0.15 1.33 2.19
N: -1.25 -0.33 -2.46
N: 0.72 -0.64 0.95
N: 0.46 -1.91 1.29
C: 0.28 -0.34 -0.32
C: 0.18 0.96 -0.94
C: 0.34 2.05 3.40
C: -0.12 -2.48 0.29
C: 0.01 0.54 -2.45
C: -0.17 -1.54 -0.81
C: -1.06 -1.76 -1.97
C: 1.12 0.27 1.91
H: -0.40 -3.51 0.45
H: 1.02 1.69 -1.07
H: 0.89 0.04 -2.91
H: -2.03 0.19 -1.99
H: 1.35 2.43 3.37
H: 0.30 1.54 4.34
H: -2.02 -2.20 -1.68
H: -0.57 -2.56 -2.59
H: -0.25 2.86 3.34
H: -0.01 1.49 -2.99
H: -0.56 1.47 -0.44
H: -1.69 -0.30 -3.41

Need the Mulliken charges? In units of e they are:
1. F -0.266
2. F -0.227
3. O -0.411
4. N -0.182
5. N 0.691
6. N -0.964
7. C 0.214
8. C -0.682
9. C -0.862
10. C -0.929
11. C -0.701
12. C 0.830
13. C -0.738
14. C 0.734
15. H 0.454
16. H 0.287
17. H 0.285
18. H 0.406
19. H 0.364
20. H 0.300
21. H 0.403
22. H 0.324
23. H 0.337
24. H 0.477
25. H 0.467
26. H 0.390

---

Across the entries above, HOMO takes the values -14.333 -11.165 -3.202 -13.411 eV, respectively.
Across the entries above, total energy takes the values -2461.3324 -4052.1943 -2891.8744 -750.9201 Ha, respectively.
Across the entries above, largest force on an atom takes the values 9.3 7.8 1.0 6.0 eV/Å, respectively.